Below is an isolated molecule of C23H23NO5, with properties calculated with ωB97M-V/def2-TZVPD.

Geometry as XYZ:
```
52
Properties=species:S:1:pos:R:3:forces:R:3
O 2.5270 -1.0801 -1.1122 -0.054 0.151 -0.211
C 3.0007 -1.4812 -0.0760 0.289 0.189 0.356
C 3.4052 -0.5467 1.0765 -0.146 0.020 -0.118
O 3.3236 0.8052 0.7114 0.068 -0.029 -0.080
C 2.1109 1.3440 0.4344 -0.495 0.423 -0.062
C 2.1388 2.6351 -0.1157 0.234 -0.194 0.073
C 0.9778 3.3012 -0.4067 -0.165 -0.202 0.088
C -0.2745 2.7200 -0.1567 0.103 -0.510 0.202
C -1.5431 3.3445 -0.4398 -0.394 -0.268 0.052
C -2.6869 2.6537 -0.2027 0.215 0.333 -0.114
C -2.6574 1.3213 0.3799 -0.363 -0.148 0.080
O -3.6361 0.6547 0.6332 0.318 0.148 -0.050
O -1.4375 0.7849 0.6709 -0.113 -0.151 0.081
C -0.2846 1.4306 0.3938 0.694 0.654 -0.225
C 0.8899 0.7455 0.6908 -0.005 -0.076 0.076
C -4.0561 3.1877 -0.5033 -0.072 -0.026 -0.155
C -3.9972 4.3633 -1.4687 -0.009 0.069 0.301
C -2.9590 5.3608 -0.9710 0.038 -0.062 -0.264
C -1.5684 4.7332 -1.0110 -0.201 0.115 0.071
N 3.2638 -2.7806 0.1839 0.098 -0.394 0.130
C 2.8638 -3.8385 -0.7123 -0.165 -0.380 -0.027
C 1.7122 -4.6852 -0.1184 0.275 0.519 0.048
O 1.3628 -5.7226 -1.0028 -0.021 -0.219 -0.318
C 0.5445 -3.7948 0.2452 0.067 -0.207 0.144
C -0.1957 -3.1616 -0.7464 0.045 -0.037 0.090
C -1.2758 -2.3651 -0.4130 -0.044 -0.027 -0.099
C -1.6307 -2.1862 0.9134 -0.066 -0.048 0.109
C -0.8828 -2.7945 1.9069 -0.072 0.060 0.089
C 0.1972 -3.5946 1.5745 0.086 -0.034 -0.119
H 2.7884 -0.7662 1.9595 0.076 0.004 -0.065
H 4.4569 -0.7110 1.3275 -0.168 -0.052 0.015
H 3.1006 3.0807 -0.3112 0.114 0.061 -0.034
H 1.0325 4.2848 -0.8444 0.003 0.116 -0.032
H 0.7917 -0.2514 1.0880 0.014 -0.168 0.048
H -4.5243 3.4967 0.4367 -0.098 -0.034 -0.018
H -4.6654 2.3736 -0.9013 -0.015 0.051 0.069
H -3.7159 4.0112 -2.4633 -0.027 -0.007 -0.086
H -4.9780 4.8350 -1.5412 -0.007 -0.026 -0.067
H -3.2014 5.6466 0.0546 -0.015 0.065 0.039
H -2.9680 6.2647 -1.5827 0.017 0.038 0.075
H -1.2169 4.6807 -2.0465 0.090 0.048 0.007
H -0.8678 5.3635 -0.4592 0.076 -0.037 -0.067
H 3.6069 -3.0508 1.0918 0.013 0.163 0.001
H 3.7149 -4.4909 -0.9296 -0.106 0.045 -0.051
H 2.5358 -3.3573 -1.6367 0.036 -0.112 0.053
H 2.0782 -5.1956 0.7810 -0.071 0.135 -0.040
H 0.8780 -5.3448 -1.7461 0.003 -0.060 0.057
H 0.0707 -3.2835 -1.7877 0.044 0.030 -0.130
H -1.8461 -1.8799 -1.1906 -0.064 0.062 -0.079
H -2.4775 -1.5677 1.1653 -0.059 0.071 0.009
H -1.1449 -2.6524 2.9453 -0.045 0.010 0.083
H 0.7701 -4.0791 2.3540 0.042 -0.073 0.063
```
Forces are in eV/Å.

energy relative to the best compared isomer or geometry (same formula, charge and spin)	0.469	eV
HOMO	-8.1	eV
Kohn-Sham gap	8.542	eV
LUMO energy	0.434	eV
energy	-1321.248469	Ha
spin multiplicity	1


Below is a structure of composition C18H45CrF3O12P3 in a non-equilibrium geometry, with properties calculated with ωB97M-V/def2-TZVPD.

Geometry as XYZ:
```
82
Properties=species:S:1:pos:R:3:forces:R:3
Cr -0.4359 -0.2215 0.6418 -0.513 -0.066 -0.196
F -1.6436 -0.4798 2.0400 0.317 0.028 -0.213
F 0.0062 1.5597 1.1237 -0.289 -0.261 0.048
F -0.6817 -1.9690 -0.0651 0.098 0.261 0.390
C 0.8821 -4.1854 2.3535 -0.302 -0.773 -0.254
C 0.0383 -3.2314 3.1547 -0.638 -0.257 0.169
O 0.7943 -2.2075 3.8574 -0.007 -0.138 0.012
P 1.6959 -1.2436 3.0177 -0.163 0.023 0.264
O 1.0823 -0.8549 1.7481 0.387 -0.035 -0.680
O 2.0195 -0.0644 3.9944 -0.316 0.116 -0.151
C 0.8625 0.7451 4.3381 -0.859 0.603 0.527
C 1.2447 2.2026 4.4124 0.655 -0.040 0.037
O 3.0778 -1.9359 2.7898 0.378 0.212 -0.179
C 4.0202 -2.0572 3.8748 -0.048 -0.790 0.246
C 4.8969 -3.2578 3.6034 0.334 -0.028 -0.447
H 1.6778 -4.6571 2.9324 0.128 0.278 0.041
H 0.2200 -5.0121 2.0712 -0.033 0.083 -0.015
H 1.2496 -3.7930 1.4064 0.134 0.303 0.177
H -0.7447 -2.7794 2.5420 0.325 0.357 -0.100
H -0.4901 -3.7603 3.9474 0.211 -0.026 0.124
H 0.0202 0.6505 3.6436 0.409 -0.344 -0.377
H 0.4749 0.3788 5.2911 0.305 -0.003 0.106
H 1.4362 2.6178 3.4229 -0.236 -0.078 -0.074
H 0.4490 2.7637 4.9000 -0.034 0.032 -0.080
H 2.1675 2.3346 4.9843 -0.123 -0.040 0.157
H 4.5863 -1.1327 3.9633 -0.049 0.044 -0.001
H 3.4768 -2.2613 4.8008 -0.057 0.330 0.017
H 5.4869 -3.1399 2.6919 -0.049 0.149 0.016
H 5.5989 -3.4163 4.4227 -0.089 0.026 0.076
H 4.3006 -4.1593 3.4642 -0.092 0.043 0.166
C 4.1446 2.5314 0.1152 0.558 -0.181 -0.075
C 2.6985 2.1090 0.1258 0.199 0.615 0.259
O 2.1811 2.2264 -1.2252 -0.151 -0.034 0.120
P 1.5080 0.9805 -1.9076 0.475 0.641 -0.253
O 0.7498 0.1323 -1.0079 -0.151 -0.951 0.470
O 0.7001 1.5899 -3.0984 0.059 0.189 -0.296
C -0.4228 2.4585 -2.8779 -0.615 0.287 0.141
C -1.0016 2.8401 -4.2233 0.088 -0.453 -0.155
O 2.6696 0.2100 -2.6374 -0.082 -0.111 0.083
C 3.5409 0.9219 -3.5232 0.405 0.374 -0.709
C 4.6380 -0.0167 -3.9772 -0.400 -0.242 0.091
H 4.5387 2.5504 1.1336 -0.050 -0.104 0.007
H 4.7430 1.8237 -0.4663 0.007 -0.029 0.095
H 4.3346 3.5166 -0.3124 -0.362 0.063 -0.019
H 2.5868 1.1021 0.5246 -0.127 -0.091 -0.212
H 2.0933 2.7601 0.7502 -0.116 -0.027 -0.052
H -1.1746 1.9353 -2.2866 0.130 -0.125 0.071
H -0.1236 3.3359 -2.3003 0.295 -0.048 -0.103
H -0.2085 3.0402 -4.9442 0.018 0.261 0.093
H -1.5746 2.0029 -4.6270 -0.046 0.041 0.020
H -1.6618 3.7010 -4.1345 0.036 0.037 0.008
H 2.9830 1.2740 -4.3955 -0.197 -0.171 0.077
H 3.9397 1.8302 -3.0648 -0.016 -0.200 0.389
H 5.1603 -0.4544 -3.1273 0.074 0.089 0.007
H 4.1725 -0.8282 -4.5383 0.149 -0.061 -0.016
H 5.3452 0.4939 -4.6286 0.013 0.068 0.043
C -3.3472 3.5053 0.1668 -0.412 0.103 -0.809
C -4.1317 2.2302 0.3659 0.062 0.090 1.005
O -4.1969 1.5218 -0.8952 -0.095 0.100 0.286
P -3.3419 0.2112 -0.9865 -0.444 -0.153 -0.424
O -1.9511 0.3700 -0.5685 0.665 0.286 0.047
O -3.4186 -0.1487 -2.5209 0.023 -0.018 0.097
C -4.6931 -0.1133 -3.1832 -0.540 0.217 -0.477
C -4.5813 -0.8664 -4.4887 0.243 -0.172 -0.014
O -4.1827 -0.8276 -0.1960 -0.070 -0.204 0.047
C -3.6845 -2.1984 -0.0238 -0.703 -0.115 -0.069
C -4.3277 -3.0945 -1.0628 0.265 -0.118 -0.011
H -3.3537 4.1490 1.0427 0.209 -0.187 0.175
H -2.3407 3.2499 -0.1662 0.137 0.072 0.402
H -3.7972 4.0802 -0.6496 -0.074 -0.011 0.070
H -3.6719 1.6250 1.1559 0.306 -0.202 -0.371
H -5.1464 2.3585 0.7447 -0.142 0.311 -0.498
H -5.4829 -0.5660 -2.5778 0.228 -0.050 0.247
H -4.9736 0.9314 -3.3278 0.094 0.012 -0.068
H -3.7736 -0.4855 -5.1143 0.092 0.006 0.140
H -4.3903 -1.9158 -4.2595 0.071 -0.010 -0.193
H -5.4907 -0.8093 -5.0865 -0.151 0.076 0.218
H -2.5945 -2.2206 -0.0900 -0.049 0.074 0.219
H -4.0475 -2.4580 0.9668 0.321 -0.067 0.122
H -3.9718 -2.8279 -2.0592 -0.064 -0.077 -0.019
H -4.0205 -4.1222 -0.8575 0.056 0.003 -0.080
H -5.4175 -3.0779 -1.0434 -0.007 0.189 0.068
```
Forces are in eV/Å.

HOMO (spin up / spin down)	-8.7 / -10.0	eV
Kohn-Sham gap (spin up / spin down)	9.005 / 10.419	eV
LUMO energy (spin up / spin down)	0.344 / 0.379	eV
energy	-3984.380178	Ha
spin multiplicity	4


Below is an isolated molecule of C6H9N, with properties calculated with ωB97M-V/def2-TZVPD.

Geometry as XYZ:
```
16
Properties=species:S:1:pos:R:3:forces:R:3
C -1.0336 0.7323 -1.7652 -0.053 -0.014 -0.038
C -0.0087 0.2844 -0.7117 0.054 0.086 0.052
C 0.7936 1.3658 -0.0790 -0.056 -0.426 0.141
C 1.0044 0.8839 1.3133 0.070 0.102 -0.095
N 0.2929 -0.3741 1.6166 -0.038 0.131 0.077
C 0.7740 -1.5262 0.8691 0.150 -0.218 -0.042
C -0.3860 -0.7446 0.3747 -0.170 -0.012 -0.215
H -0.5141 0.9953 -2.6920 -0.115 0.000 0.180
H -1.5952 1.6166 -1.4495 0.068 -0.205 0.076
H -1.7449 -0.0675 -1.9943 0.118 0.075 0.066
H 2.0777 0.8300 1.5462 -0.110 0.034 -0.016
H 0.6120 1.6752 1.9711 0.048 0.001 -0.124
H 0.6619 -2.4851 1.3698 -0.076 0.157 -0.074
H 1.7042 -1.4297 0.3014 -0.167 0.036 0.122
H 0.8252 -0.1806 -1.2740 0.107 0.150 -0.071
H -1.4026 -1.1281 0.4487 0.172 0.101 -0.039
```
Forces are in eV/Å.

energy relative to the best compared isomer or geometry (same formula, charge and spin)	4.803	eV
HOMO	-8.5	eV
Kohn-Sham gap	8.585	eV
LUMO energy	0.079	eV
energy	-288.605539	Ha
spin multiplicity	1


Below is a cluster of 2 separate species, C7H17NO in total in a non-equilibrium geometry, with properties calculated with ωB97M-V/def2-TZVPD.

Geometry as XYZ:
```
26
Properties=species:S:1:pos:R:3:forces:R:3
C 2.3473 -1.0940 0.7006 -0.051 0.099 -0.038
C 1.6765 -0.3469 -0.4485 -0.458 -0.278 0.509
C 0.9556 0.9226 0.0020 2.460 1.183 1.403
C 0.8423 1.9884 -1.0646 -0.791 -0.162 0.047
O 0.9013 1.2377 1.2005 -0.108 -0.358 -2.091
H 3.0793 -0.4537 1.1948 -0.020 -0.042 -0.010
H 2.8563 -1.9826 0.3280 0.007 0.003 -0.008
H 1.6252 -1.4026 1.4538 -0.042 -0.003 0.032
H 2.4242 -0.0655 -1.1945 -0.132 0.164 -0.049
H 0.9676 -0.9975 -0.9621 -0.048 -0.025 -0.108
H 1.8442 2.3535 -1.2911 0.099 -0.131 0.038
H 0.4071 1.5836 -1.9806 0.046 0.082 -0.015
H 0.2536 2.8276 -0.7017 -0.048 -0.004 -0.018
C -1.8296 -0.4414 -1.5561 -0.062 0.172 -0.089
C -1.7349 0.2235 -0.1975 -1.640 -2.004 2.025
C -1.3483 -0.9814 1.1436 0.175 2.081 -3.437
N -0.9165 -0.3977 2.3218 1.274 1.371 1.112
H -2.4628 0.1366 -2.2408 0.141 -0.075 0.036
H -0.8575 -0.5649 -2.0320 0.095 0.022 -0.082
H -2.2678 -1.4359 -1.4857 -0.060 -0.089 0.083
H -1.4019 1.2569 -0.2346 0.898 -0.275 0.329
H -2.7427 0.3876 0.1907 -0.383 0.033 -0.355
H -2.2673 -1.5546 1.2509 0.048 0.042 -0.155
H -0.5651 -1.5635 0.6651 -0.012 -0.409 0.191
H -0.1193 0.2888 2.1227 -1.557 -1.368 0.714
H -1.6668 0.0753 2.8150 0.170 -0.028 -0.064
```
Forces are in eV/Å.

energy relative to the best compared isomer or geometry (same formula, charge and spin)	2.384	eV
HOMO	-8.1	eV
Kohn-Sham gap	8.961	eV
LUMO energy	0.837	eV
energy	-406.842714	Ha
spin multiplicity	1


Below is an isolated molecule of C11H16N4O2 in a non-equilibrium geometry, with properties calculated with ωB97M-V/def2-TZVPD.

Geometry as XYZ:
```
33
Properties=species:S:1:pos:R:3:forces:R:3
N 4.8612 0.0163 4.8800 -8.449 2.825 -6.360
O 1.6004 1.3051 0.9924 0.483 3.154 -0.428
O 1.2488 -2.8491 1.1965 -1.063 2.962 -0.493
N 2.8970 0.6537 3.3387 3.584 -0.622 2.530
N 3.8907 0.3163 4.1298 4.433 -2.136 2.748
C 1.4855 0.1918 1.3322 0.515 -2.383 0.677
C 0.4210 -2.0084 0.7896 1.170 -2.986 0.913
N 0.5666 -0.6101 0.6259 0.936 -1.129 2.431
C 2.3952 -0.4245 2.4529 -1.867 0.580 0.685
C -0.9539 -2.5096 0.2869 1.707 2.905 1.703
C -1.4141 1.7275 -2.6108 -0.783 -0.113 1.168
C -0.5484 0.4873 -2.8017 -0.356 0.814 -0.068
C -2.1229 1.8217 -1.2123 0.044 -0.959 1.097
C -1.5054 -1.1181 -0.0146 -2.779 -1.214 -1.746
C 0.2929 0.0656 -1.5781 0.726 0.470 -4.037
C -1.2099 1.3111 0.0277 1.488 0.336 -1.054
C -0.4027 -0.0334 -0.3035 -2.765 0.047 1.936
H 1.8290 -1.1045 3.0888 -0.083 -0.271 -0.284
H 3.1138 -0.9735 1.9201 1.377 -0.784 -0.456
H -0.6911 -3.1124 -0.5327 -0.258 -1.080 -1.066
H -1.4809 -3.0013 1.1323 0.435 0.021 -0.896
H -2.2003 1.7825 -3.4078 0.812 0.118 0.571
H -0.7473 2.5718 -2.6701 0.069 0.651 -0.253
H -0.0055 0.6847 -3.7766 -0.187 -0.931 1.290
H -1.1982 -0.3235 -2.8335 -1.476 -1.597 -1.292
H -3.0775 1.2252 -1.1652 0.848 0.557 -0.348
H -2.3905 2.8904 -1.0245 0.140 -0.897 -0.011
H -2.2514 -1.2570 -0.8566 0.520 0.800 0.984
H -2.0439 -0.8811 0.9480 0.437 0.453 -1.320
H 0.7721 -0.8689 -1.8694 -0.006 -0.298 0.202
H 1.0726 0.7934 -1.6959 0.855 0.486 1.531
H -0.4776 2.0908 0.2434 0.004 0.028 -0.155
H -1.7254 1.1401 0.9683 -0.514 0.192 -0.199
```
Forces are in eV/Å.

energy relative to the best compared isomer or geometry (same formula, charge and spin)	5.957	eV
HOMO	-9.6	eV
Kohn-Sham gap	9.910	eV
LUMO energy	0.311	eV
energy	-798.118697	Ha
spin multiplicity	1